1.
22
Properties=species:S:1:pos:R:3:forces:R:3 method="wB97M-V/def2-TZVPD" s_squared=2.02 e_above_lowest_ev=0.0000 homo_ev="-7.11 / -9.57" spin_multiplicity=3
C -0.91573 0.34828 -0.30879 -0.74 -0.26 -0.15
C -1.36595 2.56791 0.65737 0.89 -1.24 -0.66
C 0.26956 -0.49446 -0.42314 0.37 -0.27 -0.92
C -2.27779 -0.16143 -0.65928 0.19 0.15 0.21
C 0.07938 -1.87279 0.20218 0.12 0.09 -0.04
C 1.75553 0.48052 1.42789 -0.11 -0.03 -0.14
C 1.59335 0.16575 -0.05755 -0.06 0.10 -0.03
N -0.83154 1.61226 0.15727 0.11 0.75 0.30
O -1.71546 3.55416 1.15518 -0.62 1.00 0.45
O 1.22526 0.04993 -3.02964 0.20 0.45 -0.25
S 0.44821 -1.01305 -2.35299 -0.16 -0.17 1.06
H -2.21594 -1.02853 -1.30984 -0.08 -0.10 -0.06
H -2.85301 0.61638 -1.16177 -0.04 0.00 -0.05
H -2.82188 -0.43783 0.24881 -0.13 -0.11 -0.01
H -0.14557 -1.78436 1.26381 -0.03 -0.02 0.05
H 0.99084 -2.45340 0.08079 0.07 -0.12 0.05
H -0.73196 -2.41413 -0.27640 -0.14 -0.13 0.01
H 1.63301 -0.41458 2.03341 0.04 -0.06 0.12
H 1.03171 1.22311 1.75709 0.02 -0.02 0.06
H 2.75253 0.87672 1.60401 0.07 0.02 0.08
H 2.40063 -0.50288 -0.36601 -0.01 0.02 -0.06
H 1.69483 1.08241 -0.64240 0.04 -0.06 -0.02



2.
24
Properties=species:S:1:pos:R:3:forces:R:3 method="wB97M-V/def2-TZVPD" e_above_lowest_ev=0.0000 homo_ev=-13.51 total_charge=+1
C -1.44968 0.01091 -2.31401 -1.80 -3.51 -1.82
C -1.07403 -1.21041 -1.66894 1.16 2.46 0.90
C -0.57816 1.07043 -2.38706 0.08 2.11 -1.21
C 0.12905 -1.14249 -0.99327 0.88 -0.50 0.41
C 0.65332 1.00286 -1.73915 -3.43 -2.84 -1.15
C 2.23062 0.04815 -0.25375 -1.44 -0.44 0.91
C 2.08021 0.99106 0.89512 -1.54 -1.25 0.79
N 0.99742 -0.14399 -1.10631 -0.01 3.95 0.06
O 1.19619 -0.84901 2.48781 0.35 -0.13 -0.77
O -1.16201 -1.45055 2.82281 0.88 0.45 -1.14
O -1.03729 0.83775 1.66293 0.07 0.50 -0.79
P -1.70880 0.03378 2.70749 -2.00 -2.19 0.87
S 1.32191 0.61830 2.29712 1.85 0.98 -0.97
H -2.38058 -0.12791 -3.00363 1.58 1.04 1.58
H -1.62586 -2.10071 -1.47474 -0.79 -0.23 -0.48
H -0.84436 1.98221 -3.06922 0.62 -1.77 1.67
H 0.58231 -1.81979 -0.30673 -0.60 -1.36 0.20
H 2.30444 -0.86064 0.25217 0.91 -2.03 0.26
H 3.04199 0.28451 -0.88606 0.88 0.05 -0.63
H 2.48257 1.95178 0.86324 0.23 1.68 -0.07
H 1.31214 1.75674 -1.85128 2.35 2.25 0.05
H -0.10992 -1.39827 2.54566 -2.21 -0.14 1.01
H -3.19646 -0.09705 2.72875 1.68 0.13 -0.56
H -1.52102 0.48557 3.97435 0.27 0.82 0.89



3.
26
Properties=species:S:1:pos:R:3:forces:R:3 method="wB97M-V/def2-TZVPD" s_squared=2.01 homo_ev="-4.71 / -9.46" spin_multiplicity=3
C 3.43414 0.22490 -0.13566 -1.77 0.26 -0.89
C 1.10854 -0.53695 0.89041 -4.29 -1.43 1.29
C 0.01710 1.72624 -0.31880 -1.10 -0.23 -0.26
C 1.97745 0.33468 -0.43556 3.70 0.48 -4.35
C -0.79673 0.31635 -0.46945 -0.10 1.11 0.63
C 0.20525 -0.80015 -0.36885 1.22 1.82 0.73
C -2.01778 0.27153 0.55272 1.81 -1.03 -4.69
N 1.34350 -0.65001 -1.34611 0.23 1.14 1.36
O 4.02681 1.07450 0.50193 0.40 1.13 1.02
O 4.13376 -0.79888 -0.69310 -0.10 -0.64 -0.39
O 1.42244 1.57875 -0.48236 0.64 -0.78 0.82
O 1.82642 -1.62144 1.29846 0.95 2.15 1.14
O -0.24189 2.29351 0.95925 -0.05 0.62 -0.92
O -1.37181 0.15667 -1.76242 1.09 2.81 -0.08
O -0.43865 -1.98506 -0.48309 1.40 -1.41 0.82
H 0.72163 0.25974 1.55530 0.81 -0.80 0.26
H -0.21936 2.49217 -1.07394 -0.41 -0.71 -0.04
H -1.78654 0.06297 1.51486 0.69 -0.32 3.00
H -2.60613 -0.50981 0.08108 -0.52 -0.02 0.54
H -2.38126 1.21598 0.32077 -1.52 1.58 0.44
H 1.15301 -0.29855 -2.30466 -0.29 -0.01 1.03
H 3.51725 -1.33031 -1.21126 -0.06 -0.16 -0.05
H 2.46425 -1.26552 2.00100 -0.95 -1.01 -1.22
H -0.28282 3.26959 0.82132 0.18 -1.14 0.42
H -1.73733 -0.69901 -1.77623 -0.76 -1.78 -0.15
H 0.36777 -2.45834 -0.17975 -1.19 -1.63 -0.45



4.
21
Properties=species:S:1:pos:R:3:forces:R:3 method="wB97M-V/def2-TZVPD" e_above_lowest_ev=2.2526 homo_ev=-8.44 smiles="CC(C)(C)c1cc(=O)s[nH]1"
C 1.29594 1.37446 0.15593 2.74 -0.99 3.14
C 0.74213 -0.03601 0.07998 -0.17 0.80 -1.54
C 1.09691 -0.72580 -1.24193 0.57 -0.48 -0.30
C 1.39428 -0.93049 1.17047 -3.03 1.26 -1.80
C -0.75153 0.15017 -0.04019 -3.20 -2.97 3.68
C -1.67061 1.11195 -0.29972 3.49 0.40 0.25
C -3.05710 0.81825 -0.30365 -1.98 -1.02 -0.90
O -3.95257 1.49489 -0.77892 0.77 -0.66 1.01
S -3.26598 -0.87393 0.33940 -0.96 0.41 -0.28
N -1.66634 -1.18649 0.74722 3.54 0.85 -2.41
H 2.49166 1.26743 0.13865 -2.58 0.53 0.30
H 1.04105 2.02265 -0.62249 -0.67 0.96 -1.16
H 0.90599 1.73032 1.18485 1.07 0.14 -1.67
H 0.98055 -1.79389 -0.98018 0.16 0.29 -1.01
H 2.16218 -0.51208 -1.51087 -0.85 -0.30 0.07
H 0.40813 -0.46261 -2.06200 0.53 -0.06 0.21
H 2.40923 -0.81821 1.11169 2.59 0.42 0.00
H 1.13904 -1.89469 0.87291 -0.29 -1.93 0.11
H 0.99006 -0.72350 2.09724 -0.53 0.42 2.17
H -1.38802 2.16439 -0.47457 -0.08 -0.76 -0.25
H -1.30498 -2.17681 0.41616 -1.11 2.69 0.37



5.
20
Properties=species:S:1:pos:R:3:forces:R:3 method="wB97M-V/def2-TZVPD" e_above_lowest_ev=4.5703 homo_ev="-7.84 / -8.32"
C 0.59611 -0.04434 0.76211 0.75 0.10 -1.90
C 1.60457 -0.48376 -0.01538 -0.34 -0.42 0.49
C -0.33061 -0.01457 -0.45613 -0.34 -0.09 0.39
C 0.75548 -0.82874 -1.21526 0.43 0.33 -0.42
C -1.65775 -0.71819 -0.24017 0.06 0.00 -0.19
C 1.26336 -0.30672 -2.54426 -0.21 -0.15 0.07
C -0.40373 1.44031 2.38679 -0.41 0.29 0.13
N 0.47765 0.35078 2.03060 0.17 -0.10 1.46
S 1.35124 -0.43298 3.18740 0.05 0.02 0.20
H -0.46550 0.98492 -0.87203 0.02 -0.01 -0.07
H 0.47011 -1.87801 -1.28849 -0.04 -0.05 0.11
H -1.51107 -1.67653 0.25480 0.01 -0.08 0.04
H -2.13543 -0.89573 -1.20218 -0.15 -0.03 -0.03
H -2.31903 -0.11051 0.37231 -0.12 0.03 0.07
H 2.17776 -0.82779 -2.82132 0.04 -0.02 -0.06
H 1.48588 0.75557 -2.47223 0.03 0.10 -0.03
H 0.52116 -0.46529 -3.32636 0.01 0.05 -0.12
H -0.00401 1.93525 3.27036 -0.01 -0.03 -0.09
H -0.47385 2.15240 1.56540 0.01 0.00 -0.02
H -1.40234 1.06393 2.62403 0.03 0.05 -0.02



6.
20
Properties=species:S:1:pos:R:3:forces:R:3 method="wB97M-V/def2-TZVPD" e_above_lowest_ev=5.2002 homo_ev=-8.28
C 1.26567 0.81638 0.82229 -1.90 -0.32 -0.52
C 0.04643 0.03296 0.11037 0.64 -0.88 0.39
C -1.28948 -0.61700 0.52535 1.79 -0.19 -3.10
C -1.25618 0.44492 -0.60321 1.17 -0.05 4.25
C -1.63426 -2.06872 0.38759 -1.52 -3.39 -1.52
C -1.85204 1.80872 -0.37412 -0.06 1.17 0.39
C 3.58145 0.37569 0.07178 0.16 1.74 -1.27
N 2.17105 0.06093 0.25700 0.33 0.53 -0.82
S 1.29382 -1.08687 -0.69738 -0.33 0.23 -0.32
H -1.61432 -0.28648 1.41047 -1.35 1.80 3.18
H -1.27008 0.15566 -1.57797 -0.24 -1.12 -2.60
H -1.05872 -2.65079 -0.44586 -0.82 1.24 1.32
H -2.77497 -2.21656 0.07866 2.25 0.59 0.51
H -1.57048 -2.79085 1.30217 0.33 1.86 -1.21
H -1.23150 2.53557 -0.94175 -0.39 -0.28 0.27
H -1.78827 2.20572 0.74911 -0.68 -1.16 -2.45
H -2.86326 1.78735 -0.91773 1.08 0.41 1.49
H 4.11698 -0.49030 -0.25662 0.53 -0.90 0.95
H 3.82916 1.02982 -0.85710 -1.24 -0.52 1.43
H 3.89901 0.95386 0.95696 0.25 -0.77 -0.38



7.
20
Properties=species:S:1:pos:R:3:forces:R:3 method="wB97M-V/def2-TZVPD" e_above_lowest_ev=4.3450 homo_ev=-8.14 smiles="C=C1C=CC=CC1.N=[SiH2]"
C 0.40554 -1.79298 -0.98930 -0.27 -2.77 -1.82
C -0.73203 -1.20236 -0.57981 1.15 1.04 -0.17
C -0.93076 -0.75221 0.83664 -0.51 -0.24 -0.01
C -1.83040 0.22234 1.17199 1.64 -2.65 -0.61
C -2.36798 0.95469 0.09996 -0.69 1.89 -2.15
C -2.26100 0.67290 -1.22063 0.26 -1.44 -0.06
C -1.70904 -0.72041 -1.64933 -2.48 -0.82 -1.26
H 1.22976 -2.39475 -0.48501 -1.33 1.39 0.04
H 0.32768 -2.11973 -2.08513 0.62 0.78 1.41
H -0.28134 -1.28567 1.53272 -0.43 0.15 0.19
H -2.18838 0.50068 2.14142 0.57 -0.08 0.64
H -2.73665 1.90889 0.45815 -0.45 0.21 -0.63
H -2.61847 1.28644 -2.04532 -0.05 0.22 0.54
H -2.65144 -1.42875 -1.66130 1.40 1.08 0.57
H -1.49274 -0.89375 -2.85176 0.41 0.94 3.29
N 2.68986 1.80579 1.08722 0.51 1.00 -0.14
Si 2.40827 0.37831 0.53068 -0.12 -1.06 -1.12
H 3.29426 2.11557 1.82461 -0.30 0.03 0.43
H 2.64566 -0.91641 1.22939 -0.08 0.03 -0.11
H 1.98391 0.17632 -0.91454 0.15 0.28 0.98



8.
21
Properties=species:S:1:pos:R:3:forces:R:3 method="wB97M-V/def2-TZVPD" homo_ev="-7.87 / -8.13"
C -2.58604 0.71374 -0.73808 1.40 1.62 2.02
C -2.14220 1.59697 0.22990 -2.06 0.26 -1.81
C -2.17066 -0.65704 -1.05382 -0.74 0.99 -1.88
C -1.10847 1.60930 1.25282 1.93 -0.70 -1.39
C -1.26194 -1.46429 -0.62658 0.93 -0.84 0.52
C 0.18641 1.37936 1.07380 0.01 -0.87 0.37
C 1.13343 0.49665 -1.47965 2.88 1.27 2.66
N 1.12006 -1.33069 1.02909 0.58 -0.24 -0.24
Si -0.21456 -2.34492 0.57307 -1.09 1.61 1.62
Si 1.51362 0.23627 0.39068 -2.41 -0.03 -0.79
H -3.26207 1.13276 -1.46776 -0.37 -0.02 0.18
H -2.68116 2.60173 0.24183 0.55 -1.37 -0.23
H -2.64171 -0.88153 -2.03327 0.04 -0.56 0.39
H -1.37197 2.08383 2.14290 -0.68 0.83 1.65
H 1.73436 -0.16427 -2.03808 0.52 -0.63 -1.15
H 0.12805 0.47755 -1.66187 -2.44 -0.40 -0.53
H 1.45020 1.54983 -1.57459 0.15 -0.32 -0.44
H 1.86832 -1.69322 1.62680 -0.57 -0.06 -0.36
H -1.34563 -2.26134 1.63925 1.00 -0.69 -0.36
H 0.32456 -3.66797 0.33434 -0.14 -0.52 -0.30
H 2.89711 0.34331 0.79804 0.51 0.65 0.07



9.
20
Properties=species:S:1:pos:R:3:forces:R:3 method="wB97M-V/def2-TZVPD" e_above_lowest_ev=1.1212 homo_ev=-14.98 total_charge=+1
C -1.16369 -0.28026 1.35536 2.91 -0.10 0.92
C 0.32888 0.70987 -1.94917 -0.92 0.77 0.34
C 1.73568 0.32645 -1.75772 -2.31 0.36 1.48
C 0.23768 -1.39192 -0.28741 2.03 2.81 2.23
C 0.78489 1.04352 0.70528 -1.00 -5.69 -3.44
C 0.75285 0.01312 -0.72199 -1.03 0.34 5.17
C -2.30114 -0.38682 2.25281 -0.53 1.24 0.02
O -0.92192 -1.28127 0.60053 -1.19 1.50 0.45
O -0.34210 0.72963 1.55337 -1.92 -0.28 -0.92
H 0.15728 1.77880 -1.81818 -0.71 -0.42 -0.54
H -0.23994 0.05027 -2.58735 -0.25 0.68 -0.52
H 1.98743 -0.37604 -2.39607 1.87 -3.49 -2.62
H 2.39661 1.04840 -1.53164 2.37 2.31 0.52
H -0.25839 -1.87003 -1.04932 0.07 -1.89 -2.03
H 0.93527 -1.88946 0.44464 -0.25 -0.11 -1.73
H 1.57151 0.80852 1.31687 2.33 -0.33 1.15
H 0.81411 1.97172 0.29719 -0.59 3.03 -0.42
H -2.40494 0.66470 2.69439 -0.87 -1.62 -0.80
H -2.14128 -1.07005 3.09197 0.40 -0.05 -0.23
H -3.03935 -0.88541 1.58258 -0.41 0.96 0.96



10.
22
Properties=species:S:1:pos:R:3:forces:R:3 method="wB97M-V/def2-TZVPD" e_above_lowest_ev=2.5100 homo_ev=-4.55 total_charge=-1
C -0.87556 -3.09939 2.43005 -0.64 0.24 -0.12
C 0.15381 -2.56343 2.71133 1.96 -0.08 0.91
C -1.19632 1.51036 -1.70901 0.60 0.51 -4.32
C -0.09956 0.62741 -2.38529 1.77 2.22 -2.83
C -0.66971 1.86881 -0.36782 0.29 -1.47 -1.12
C 0.46550 -0.16232 -1.30401 3.99 -0.13 1.52
C 0.28981 0.71772 -0.00823 0.84 -0.56 0.94
O 2.63341 -2.26101 2.12333 -0.33 0.26 1.01
O 1.25634 -0.39800 3.11510 0.71 -1.02 0.37
O -0.25251 -0.17699 0.93748 0.53 0.60 1.30
S 1.73482 -1.85730 3.25270 -0.49 1.02 -1.73
H -1.86936 -3.00190 2.14255 -1.18 -0.57 -0.38
H 0.30324 -0.21679 1.79994 -0.45 0.20 -1.01
H -1.34249 2.45930 -2.36542 -0.33 -1.63 0.95
H -2.08487 0.86386 -1.72195 -0.12 0.57 0.35
H -0.34834 0.05494 -3.30470 -0.52 0.21 0.67
H 0.78942 1.26660 -2.80025 -1.62 -0.38 0.70
H -0.19295 2.81439 -0.42120 0.42 0.92 0.30
H -1.58936 1.87254 0.11758 -0.94 0.39 2.42
H -0.00648 -1.10747 -1.20382 -0.68 -0.73 0.64
H 1.63685 -0.44442 -1.38732 -2.60 0.70 -0.13
H 1.26431 1.23309 0.34898 -1.20 -1.27 -0.46



Let's list E_tot in order: -23855.442, -35185.825, -23252.913, -21807.376, -19758.040, -19757.410, -16800.629, -24677.719, -11522.333, -24412.691 eV.